1.
Entry from OMol25: 5 unconnected molecules or ions with the total composition C4H18N2O5 in a non-equilibrium geometry (ωB97M-V/def2-TZVPD).

Results
Multiplicity ... 1
Charge ... 0
Total energy ... -17654.943 eV
ΔE to the lowest compared entry with this formula, charge and spin ... 102.0 kcal/mol
SMILES ... CNCCNC=O.O.O.O.O

Geometry as XYZ:
```
29
Properties=species:S:1:pos:R:3:forces:R:3:nbo_charge:R:1
C -1.43057 1.78108 -1.75797 2.26 2.14 -1.03 -0.42
N -0.88483 0.69336 -0.99364 1.54 0.86 2.10 -0.68
C -1.93162 0.09453 -0.11509 2.73 -1.70 1.98 -0.23
C -1.70316 0.40938 1.43293 -1.27 0.93 -0.07 -0.25
N -0.35184 0.14417 1.87480 1.05 0.38 0.80 -0.64
C 0.60831 1.14343 1.85617 -4.44 3.00 -1.02 0.52
O 0.28738 2.31029 1.39719 1.95 -3.97 1.27 -0.67
H -2.14908 2.28034 -1.17563 -1.52 0.74 0.15 0.19
H -0.76507 2.65430 -2.19424 -0.39 -1.96 1.45 0.21
H -1.70567 1.30386 -2.64402 -1.75 -0.19 -1.59 0.19
H -0.07387 1.05635 -0.39297 -1.77 -0.80 -1.00 0.40
H -2.95414 0.35737 -0.35223 -0.04 -0.17 -0.54 0.21
H -1.65040 -1.01712 -0.21472 -1.42 1.20 0.26 0.19
H -2.36718 -0.19536 2.08539 0.21 0.00 -0.76 0.21
H -2.01832 1.47492 1.68590 0.74 -1.10 -0.54 0.22
H -0.19603 -0.66873 2.50938 0.06 0.93 -1.20 0.43
H 1.51324 0.82876 2.30287 0.99 0.31 0.49 0.17
O -0.42775 -1.33043 -2.80182 -2.72 1.76 0.23 -1.00
H -0.50906 -0.76377 -3.58518 0.15 -0.50 -0.07 0.46
H -0.86016 -0.65974 -2.12166 1.63 -1.31 -1.05 0.49
O 1.03417 -2.46818 1.51619 -3.97 -4.62 1.09 -0.97
H 1.39592 -1.80466 1.00594 1.13 2.35 -2.32 0.49
H 0.26149 -2.98450 1.02323 2.85 2.03 1.34 0.47
O 2.28484 -0.21639 0.54819 1.99 -0.53 1.52 -0.96
H 2.02693 0.27587 -0.20563 -0.21 0.49 -1.56 0.50
H 3.26537 -0.12530 0.61463 -1.19 -0.20 -0.27 0.49
O 1.73949 -1.43237 -1.77031 3.68 -0.02 -3.03 -1.00
H 1.88483 -1.65440 -2.82987 -1.91 0.46 4.83 0.51
H 0.95508 -1.69478 -1.29107 -0.39 -0.52 -1.46 0.49
```
Positions in Å, forces in eV/Å.

2.
Entry from OMol25: 4 unconnected molecules or ions with the total composition C4H18NO3S in a non-equilibrium geometry (ωB97M-V/def2-TZVPD).

Results
Multiplicity ... 1
Charge ... +1
Total energy ... -22899.602 eV
ΔE to the lowest compared entry with this formula, charge and spin ... 55.6 kcal/mol

Geometry as XYZ:
```
27
Properties=species:S:1:pos:R:3:forces:R:3:nbo_charge:R:1
C 0.02017 -0.20176 0.69980 2.14 -1.43 -0.09 -0.23
C -1.00446 0.76426 0.32986 -0.63 4.48 -1.16 -0.46
C -0.81676 1.36414 -1.13697 1.34 -1.92 -0.89 -0.57
S 0.54578 2.49771 -1.03889 1.61 -0.88 -1.21 0.14
C 2.01241 1.51637 -1.95110 -1.66 1.62 0.07 -0.70
N -0.13656 -1.36352 -0.36004 -0.82 0.45 0.70 -0.74
H 1.06875 0.28114 0.74337 -1.45 -0.88 -1.14 0.25
H 0.03908 -0.71353 1.66874 -1.03 0.31 -0.13 0.26
H -0.91164 1.79527 0.89867 -0.34 -2.49 -0.42 0.26
H -2.01239 0.45531 0.31401 -1.20 -0.89 0.83 0.22
H -1.63555 1.86260 -1.58227 -1.43 0.92 0.67 0.25
H -0.68640 0.68088 -2.08322 0.33 0.48 1.93 0.20
H 1.73674 0.45240 -2.40664 0.64 2.65 1.03 0.23
H 2.78580 1.57252 -1.17252 -0.07 -0.71 -0.59 0.23
H 2.15002 2.41042 -2.63799 0.51 -2.07 0.01 0.25
H -0.32023 -0.94408 -1.28288 -0.24 -0.06 0.51 0.42
H 0.76380 -1.80283 -0.47598 0.66 -0.85 0.29 0.46
H -0.95327 -2.04844 -0.09712 1.50 1.16 -0.20 0.48
H -1.74842 0.89319 3.85328 1.23 -3.66 -0.27 0.49
H -0.95106 -0.30833 4.47376 2.12 -0.77 3.61 0.47
O -1.41809 -0.11197 3.73261 -3.33 4.39 -3.38 -0.95
H 2.69135 -3.29074 -1.00554 -0.48 3.91 1.54 0.50
H 3.49884 -2.22726 -0.13420 -1.72 0.18 -0.70 0.51
O 2.59811 -2.28666 -0.58230 2.10 -4.12 -0.90 -0.99
H -2.72034 -2.78709 1.46866 -0.84 0.43 1.84 0.50
H -2.42131 -3.95239 0.55143 -0.23 -1.66 -0.06 0.49
O -2.35732 -3.02710 0.64962 1.28 1.39 -1.87 -0.96
```
Positions in Å, forces in eV/Å.

3.
Entry from OMol25: 5 unconnected molecules or ions with the total composition C4H18O4 in a non-equilibrium geometry (ωB97M-V/def2-TZVPD).

Results
Multiplicity ... 1
Charge ... 0
Total energy ... -12629.856 eV
ΔE to the lowest compared entry with this formula, charge and spin ... 11.9 kcal/mol
SMILES ... CCCC.O.O.O.O

Geometry as XYZ:
```
26
Properties=species:S:1:pos:R:3:forces:R:3:nbo_charge:R:1
C 0.32346 0.80415 -1.70352 -1.41 0.41 -0.54 -0.61
C -0.72877 1.75054 -1.10134 -0.08 -0.18 0.52 -0.38
C -0.66801 1.85179 0.44965 0.95 -0.47 -1.15 -0.41
C -2.05540 1.80543 1.03882 -0.36 0.64 0.97 -0.61
H 0.06957 -0.19382 -1.34782 0.63 -0.17 0.23 0.20
H 1.35057 1.11193 -1.54042 0.07 -0.17 0.33 0.21
H 0.14010 0.77840 -2.77930 0.27 -0.03 -0.16 0.20
H -1.73734 1.40096 -1.35973 0.21 -0.16 -0.18 0.18
H -0.67223 2.75262 -1.52636 0.16 0.05 -0.10 0.19
H -0.04447 2.73126 0.62157 -0.51 0.24 0.69 0.21
H -0.03255 1.03957 0.83410 -0.35 0.01 -0.04 0.21
H -2.59573 0.90620 0.73461 0.12 -0.04 -0.10 0.19
H -2.66881 2.66480 0.74629 0.10 -0.08 -0.21 0.20
H -2.07237 1.82483 2.13892 0.20 -0.09 -0.23 0.21
O 2.94849 -2.03039 0.72204 0.70 0.35 -0.67 -0.98
H 2.12946 -2.54965 0.75076 -0.09 0.30 0.08 0.50
H 3.11709 -1.87334 -0.22310 -0.10 -0.17 0.55 0.46
O 0.47021 -2.86634 0.91493 -0.91 -0.12 0.23 -0.95
H -0.27310 -2.32312 1.22045 0.48 0.02 -0.08 0.49
H 0.02470 -3.64874 0.57869 -0.01 -0.15 -0.19 0.49
O 2.55875 0.95361 1.76017 0.99 0.55 0.06 -0.95
H 2.86866 0.16047 1.32517 -0.49 -1.09 -0.29 0.48
H 3.43304 1.34830 1.91985 -0.58 0.36 0.26 0.46
O -1.94773 -3.12748 -1.11370 0.10 0.24 -0.36 -0.93
H -2.37974 -2.27668 -1.08066 -0.63 0.43 0.75 0.47
H -1.55782 -2.99529 -1.98010 0.54 -0.68 -0.35 0.47
```
Positions in Å, forces in eV/Å.

4.
Entry from OMol25: 6 unconnected molecules or ions with the total composition C4H18O7 in a non-equilibrium geometry (ωB97M-V/def2-TZVPD).

Results
Multiplicity ... 2
Charge ... +1
Total energy ... -18761.183 eV
ΔE to the lowest compared entry with this formula, charge and spin ... 17.1 kcal/mol

Geometry as XYZ:
```
29
Properties=species:S:1:pos:R:3:forces:R:3:nbo_charge:R:1
O 0.30695 -3.00736 0.91037 -0.11 0.23 0.65 -0.30
C 1.38383 -2.52544 0.71144 0.07 -0.32 -2.10 0.45
C 1.70969 -1.08794 0.84156 0.55 -0.11 -0.02 -0.54
C 0.42258 -0.34035 1.27263 -0.80 -0.26 -0.63 0.11
C 0.65850 0.36580 2.55277 0.53 1.91 -0.19 -0.67
O 0.01520 0.51686 0.27261 0.76 1.14 0.76 -0.56
H 2.14338 -3.11041 0.13193 0.01 -0.20 0.79 0.24
H 2.17817 -0.66822 -0.08071 -0.39 -0.51 0.50 0.30
H 2.48792 -1.05764 1.61366 0.02 0.39 0.00 0.30
H -0.48256 -1.03640 1.19630 0.63 -1.10 0.75 0.29
H -0.14805 0.76803 3.17182 -0.36 0.00 -0.71 0.28
H 1.26583 1.21964 2.13823 -0.42 -0.22 1.01 0.26
H 1.28466 -0.14140 3.25829 0.36 -0.75 0.08 0.25
H 0.05451 0.18052 -0.63280 -0.16 -0.29 -1.37 0.55
H 0.81004 -3.17223 -2.12802 -0.19 -0.32 0.73 0.49
H -0.11323 -2.16074 -1.22376 -0.11 -0.79 0.31 0.47
O 0.20772 -2.42962 -2.07719 0.37 0.52 -1.22 -0.94
H -0.56513 3.71192 1.33726 0.52 0.17 -0.44 0.48
H 0.15536 2.58913 0.64518 0.02 -0.04 -0.19 0.45
O 0.20225 3.54254 0.75435 -0.64 -0.09 0.53 -0.93
H -2.50156 0.56855 1.86863 -0.02 0.18 -0.53 0.47
H -1.75082 0.72478 0.49489 -0.42 0.11 0.29 0.46
O -2.52736 0.99867 0.99716 -0.22 -0.05 0.39 -0.92
H -0.67502 3.05233 -1.98333 -0.27 0.11 0.12 0.48
H -2.10473 2.42547 -1.95602 0.31 0.27 -0.08 0.48
O -1.32655 2.57733 -2.51183 -0.14 -0.16 -0.01 -0.96
H 0.52425 -0.47362 -2.79802 -0.22 -0.27 -0.51 0.49
H -0.50704 0.56091 -3.36533 0.07 0.15 0.61 0.52
O -0.28353 0.00669 -2.59856 0.25 0.30 0.48 -0.99
```
Positions in Å, forces in eV/Å.

5.
Entry from OMol25: a molecular structure, C4H19N2PtSi in a non-equilibrium geometry (ωB97M-V/def2-TZVPD).

Results
Multiplicity ... 3
Charge ... -1
Total energy ... -18560.303 eV

Geometry as XYZ:
```
27
Properties=species:S:1:pos:R:3:forces:R:3:nbo_charge:R:1
C 0.07672 -1.35250 -1.49041 0.87 -0.40 0.32 -0.90
Pt 0.08590 -0.09556 0.15403 -1.02 -0.14 -0.57 0.06
N 0.01493 1.39342 1.73078 0.19 -0.18 1.11 -1.16
N 0.39391 1.56478 -1.23156 0.23 0.37 -0.87 -1.25
H 0.89055 1.41207 2.26743 -0.25 0.14 -0.29 0.38
H -1.50924 -0.33863 -0.12803 -0.66 0.35 0.24 -0.29
H -0.41782 -2.32021 -1.33404 0.12 0.38 -0.20 0.19
H 1.14303 -1.53321 -1.68844 -0.18 -0.24 -0.34 0.18
H -0.36901 -0.86154 -2.37031 0.04 -0.04 0.33 0.17
H 1.25766 2.07867 -1.04427 -0.26 0.11 -0.01 0.36
H -0.39418 2.21710 -1.21327 0.26 0.05 0.11 0.36
H 0.45733 1.21624 -2.19405 0.01 0.09 0.26 0.38
H -0.16529 2.35338 1.42689 0.08 -0.06 -0.20 0.33
H -0.71674 1.17031 2.41510 0.15 0.10 -0.34 0.38
C -0.69786 -3.49482 0.88699 0.00 -0.15 0.18 -1.15
Si -0.25295 -1.80632 1.61788 0.37 0.05 -0.23 1.27
C -1.61469 -1.44540 2.89625 -0.06 -0.19 0.04 -1.14
C 1.37372 -1.99616 2.57019 -0.03 -0.46 0.33 -1.14
H -1.65179 -3.43425 0.34772 0.17 -0.03 0.03 0.23
H -0.80343 -4.24826 1.68170 0.01 0.11 -0.12 0.21
H 0.07946 -3.83618 0.19252 -0.17 0.02 0.10 0.23
H -1.73936 -2.30838 3.56733 0.04 0.17 -0.04 0.21
H -1.38636 -0.57022 3.51864 -0.10 -0.13 -0.06 0.21
H -2.57327 -1.27818 2.38598 0.21 0.05 0.11 0.23
H 1.30094 -2.80427 3.31083 0.13 0.05 0.08 0.20
H 2.18690 -2.24210 1.87379 -0.17 0.13 0.16 0.23
H 1.63012 -1.06781 3.09864 0.00 -0.17 -0.14 0.22
```
Positions in Å, forces in eV/Å.

6.
Entry from OMol25: 6 unconnected molecules or ions with the total composition C4H19NO5 in a non-equilibrium geometry (ωB97M-V/def2-TZVPD).

Results
Multiplicity ... 1
Charge ... 0
Total energy ... -16183.084 eV
ΔE to the lowest compared entry with this formula, charge and spin ... 27.2 kcal/mol
SMILES ... CC/C=C/N.O.O.O.O.O

Geometry as XYZ:
```
29
Properties=species:S:1:pos:R:3:forces:R:3:nbo_charge:R:1
C 2.13593 1.89527 -0.07047 -0.47 0.40 0.51 -0.60
C 1.16060 1.09523 -0.90785 -1.12 0.36 -1.52 -0.42
C 0.99433 -0.36128 -0.54608 0.52 0.88 0.78 -0.34
C -0.21268 -0.90553 -0.38137 0.97 -0.29 -0.72 0.00
N -0.52435 -2.15010 0.10670 -0.41 0.25 -0.06 -0.83
H 1.65137 2.11820 0.87954 0.02 -0.23 0.31 0.20
H 2.29758 2.89213 -0.48197 0.36 -0.18 -0.31 0.21
H 3.06432 1.38637 0.17550 0.12 0.00 -0.31 0.22
H 0.19790 1.63272 -0.91319 -0.14 -0.29 0.69 0.19
H 1.29804 1.22738 -1.99701 1.06 -0.19 0.12 0.18
H 1.94281 -0.82735 -0.29323 -0.25 -0.38 0.27 0.21
H -1.00312 -0.37625 -0.87733 -0.83 0.15 0.38 0.20
H -1.42966 -2.51638 -0.11455 0.06 -0.21 0.20 0.39
H 0.13101 -2.70336 0.62437 0.05 -0.05 -0.09 0.40
O -0.70747 -0.16348 3.11940 0.23 0.00 -0.36 -0.95
H -1.13368 -0.51530 2.32778 0.00 -0.27 0.10 0.47
H -0.68346 0.77366 2.88901 -0.15 0.09 0.29 0.48
O -3.60902 -0.94785 -1.88646 0.32 -0.27 -0.45 -0.94
H -3.48882 -1.88036 -2.10774 -0.18 -0.02 0.27 0.47
H -3.26508 -0.54019 -2.69260 -0.06 0.29 0.17 0.47
O 0.41569 -1.07211 -3.55576 -0.34 0.55 -0.65 -0.96
H 0.61068 -1.98047 -3.33546 0.24 -0.09 0.39 0.47
H 0.79952 -0.49325 -2.88461 0.00 -0.58 0.12 0.48
O 2.38111 -0.60736 2.85109 0.88 0.01 -0.11 -0.96
H 1.44233 -0.75277 2.84196 -0.99 -0.01 0.08 0.49
H 2.48109 0.26302 3.24286 0.02 0.04 0.05 0.46
O -2.21264 1.92984 1.67966 0.30 0.13 0.21 -0.95
H -3.08651 1.63954 1.40738 0.03 -0.05 -0.19 0.48
H -1.64783 1.94004 0.90042 -0.25 -0.03 -0.17 0.47
```
Positions in Å, forces in eV/Å.